(1)
The following is a quantum chemistry calculation of a cluster of 9 separate species, C36H75ClO19PS8 in total at a distorted geometry, from OMol25.

Bonds (Å) are listed after each position.
Geometry (Å):
1 C 1.76 -2.83 1.60  O2 1.432, H10 1.099, H11 1.109, H12 1.103
2 O 0.45 -2.26 1.57  C1 1.432, C3 1.429
3 C -0.45 -3.35 1.35  O2 1.429, C4 1.571, H13 1.115, H14 1.106
4 C -1.95 -2.98 1.63  C3 1.571, C5 1.595, O9 1.426, H15 1.100
5 C -2.88 -3.33 0.38  C4 1.595, O6 1.414, H16 1.114, H17 1.111
6 O -3.63 -4.52 0.56  C5 1.414, P7 1.754
7 P -2.97 -5.40 1.92  O6 1.754, Cl8 2.204, O9 1.747, H18 1.442, H19 1.452, H20 1.440
8 Cl -3.68 -7.33 1.13  P7 2.204
9 O -2.39 -3.90 2.62  C4 1.426, P7 1.747
10 H 1.75 -3.89 1.30  C1 1.099
11 H 2.21 -2.81 2.62  C1 1.109
12 H 2.43 -2.25 0.94  C1 1.103
13 H -0.41 -3.72 0.30  C3 1.115
14 H -0.24 -4.21 2.02  C3 1.106
15 H -2.11 -1.94 1.95  C4 1.100
16 H -3.62 -2.49 0.42  C5 1.114
17 H -2.33 -3.28 -0.58  C5 1.111
18 H -1.83 -5.61 1.07  P7 1.442
19 H -2.26 -6.05 3.01  P7 1.452
20 H -4.22 -5.40 2.63  P7 1.440
21 C -1.46 1.69 5.16  C22 1.533, C27 1.525, H28 1.090, H29 1.094
22 C -2.79 2.44 5.01  C21 1.533, C23 1.533, H30 1.093, H31 1.091
23 C -3.20 2.34 3.53  C22 1.533, S24 1.793, H32 1.088, H33 1.090
24 S -2.48 0.83 2.91  C23 1.793, O25 1.442, O26 1.442, C27 1.784
25 O -1.49 1.17 1.91  S24 1.442
26 O -3.53 -0.13 2.65  S24 1.442
27 C -1.63 0.37 4.41  C21 1.525, S24 1.784, H34 1.088, H35 1.090
28 H -1.20 1.53 6.20  C21 1.090
29 H -0.66 2.28 4.70  C21 1.094
30 H -3.55 1.96 5.63  C22 1.093
31 H -2.71 3.47 5.33  C22 1.091
32 H -4.28 2.30 3.42  C23 1.088
33 H -2.80 3.17 2.95  C23 1.090
34 H -0.69 -0.11 4.17  C27 1.088
35 H -2.28 -0.31 4.96  C27 1.090
36 C 2.66 1.86 -0.20  C37 1.531, C42 1.524, H43 1.090, H44 1.093
37 C 3.67 2.56 0.70  C36 1.531, C38 1.530, H45 1.093, H46 1.090
38 C 3.23 4.02 0.84  C37 1.530, S39 1.791, H47 1.089, H48 1.089
39 S 1.45 4.02 0.63  C38 1.791, O40 1.446, O41 1.448, C42 1.784
40 O 1.12 4.75 -0.58  S39 1.446
41 O 0.82 4.33 1.90  S39 1.448
42 C 1.28 2.27 0.31  C36 1.524, S39 1.784, H49 1.088, H50 1.090
43 H 2.78 0.77 -0.18  C36 1.090
44 H 2.79 2.19 -1.24  C36 1.093
45 H 3.68 2.08 1.68  C37 1.093
46 H 4.68 2.50 0.30  C37 1.090
47 H 3.47 4.43 1.82  C38 1.089
48 H 3.66 4.64 0.06  C38 1.089
49 H 0.48 2.10 -0.41  C42 1.088
50 H 1.05 1.78 1.25  C42 1.090
51 C 0.98 -5.29 -3.24  C52 1.532, C57 1.525, H58 1.090, H59 1.094
52 C 0.80 -6.15 -1.98  C51 1.532, C53 1.534, H60 1.093, H61 1.089
53 C 2.19 -6.30 -1.33  C52 1.534, S54 1.791, H62 1.088, H63 1.089
54 S 3.12 -4.84 -1.79  C53 1.791, O55 1.448, O56 1.445, C57 1.786
55 O 4.22 -5.24 -2.64  S54 1.448
56 O 3.31 -4.02 -0.62  S54 1.445
57 C 1.85 -4.11 -2.82  C51 1.525, S54 1.786, H64 1.089, H65 1.091
58 H 0.02 -4.96 -3.64  C51 1.090
59 H 1.49 -5.87 -4.02  C51 1.094
60 H 0.13 -5.65 -1.29  C52 1.093
61 H 0.37 -7.12 -2.21  C52 1.089
62 H 2.12 -6.36 -0.25  C53 1.088
63 H 2.72 -7.17 -1.72  C53 1.089
64 H 2.31 -3.59 -3.65  C57 1.089
65 H 1.29 -3.41 -2.20  C57 1.091
66 C 5.45 7.76 -3.90  C67 1.534, C72 1.525, H73 1.090, H74 1.093
67 C 5.07 8.20 -2.48  C66 1.534, C68 1.532, H75 1.093, H76 1.089
68 C 4.12 7.13 -1.92  C67 1.532, S69 1.789, H77 1.088, H78 1.089
69 S 4.56 5.60 -2.74  C68 1.789, O70 1.442, O71 1.446, C72 1.785
70 O 3.45 5.18 -3.56  S69 1.442
71 O 5.18 4.71 -1.78  S69 1.446
72 C 5.82 6.29 -3.80  C66 1.525, S69 1.785, H79 1.088, H80 1.091
73 H 6.28 8.35 -4.29  C66 1.090
74 H 4.60 7.89 -4.57  C66 1.093
75 H 5.96 8.26 -1.86  C67 1.093
76 H 4.59 9.18 -2.47  C67 1.089
77 H 4.24 7.00 -0.84  C68 1.088
78 H 3.08 7.35 -2.15  C68 1.089
79 H 5.82 5.77 -4.76  C72 1.088
80 H 6.78 6.15 -3.30  C72 1.091
81 C -6.20 -3.83 -3.30  C82 1.533, C87 1.524, H88 1.088, H89 1.090
82 C -5.78 -3.55 -4.75  C81 1.533, C83 1.533, H90 1.094, H91 1.091
83 C -4.26 -3.34 -4.74  C82 1.533, S84 1.794, H92 1.088, H93 1.089
84 S -3.63 -4.28 -3.35  C83 1.794, O85 1.443, O86 1.446, C87 1.781
85 O -3.09 -3.36 -2.38  S84 1.443
86 O -2.87 -5.41 -3.84  S84 1.446
87 C -5.21 -4.85 -2.76  C81 1.524, S84 1.781, H94 1.091, H95 1.091
88 H -7.22 -4.20 -3.24  C81 1.088
89 H -6.14 -2.91 -2.72  C81 1.090
90 H -6.03 -4.42 -5.37  C82 1.094
91 H -6.30 -2.69 -5.16  C82 1.091
92 H -3.79 -3.70 -5.66  C83 1.088
93 H -4.00 -2.29 -4.58  C83 1.089
94 H -5.19 -4.91 -1.67  C87 1.091
95 H -5.38 -5.84 -3.18  C87 1.091
96 C 1.65 10.35 2.39  C97 1.533, C102 1.525, H103 1.090, H104 1.093
97 C 1.52 8.83 2.41  C96 1.533, C98 1.531, H105 1.093, H106 1.089
98 C 2.53 8.27 1.41  C97 1.531, S99 1.793, H107 1.088, H108 1.090
99 S 3.87 9.46 1.34  C98 1.793, O100 1.445, O101 1.444, C102 1.786
100 O 3.90 10.03 0.01  S99 1.445
101 O 5.05 8.89 1.95  S99 1.444
102 C 3.15 10.64 2.46  C96 1.525, S99 1.786, H109 1.088, H110 1.090
103 H 1.12 10.82 3.22  C96 1.090
104 H 1.23 10.75 1.46  C96 1.093
105 H 1.74 8.45 3.41  C97 1.093
106 H 0.50 8.51 2.16  C97 1.089
107 H 2.92 7.30 1.73  C98 1.088
108 H 2.10 8.18 0.41  C98 1.090
109 H 3.41 11.65 2.14  C102 1.088
110 H 3.54 10.44 3.45  C102 1.090
111 C -8.53 -0.38 0.00  C112 1.533, C117 1.524, H118 1.089, H119 1.093
112 C -9.37 0.73 -0.64  C111 1.533, C113 1.533, H120 1.093, H121 1.090
113 C -9.54 0.38 -2.12  C112 1.533, S114 1.793, H122 1.088, H123 1.089
114 S -9.44 -1.41 -2.23  C113 1.793, O115 1.443, O116 1.445, C117 1.786
115 O -8.26 -1.76 -2.97  S114 1.443
116 O -10.74 -1.94 -2.57  S114 1.445
117 C -9.13 -1.69 -0.49  C111 1.524, S114 1.786, H124 1.089, H125 1.090
118 H -8.54 -0.32 1.09  C111 1.089
119 H -7.49 -0.30 -0.33  C111 1.093
120 H -10.35 0.77 -0.15  C112 1.093
121 H -8.91 1.71 -0.51  C112 1.090
122 H -10.50 0.71 -2.51  C113 1.088
123 H -8.73 0.80 -2.72  C113 1.089
124 H -8.46 -2.54 -0.38  C117 1.089
125 H -10.08 -1.90 -0.01  C117 1.090
126 C 7.45 -6.88 1.67  C127 1.532, C132 1.524, H133 1.091, H134 1.093
127 C 7.51 -5.59 0.84  C126 1.532, C128 1.533, H135 1.093, H136 1.090
128 C 6.07 -5.18 0.52  C127 1.533, S129 1.792, H137 1.087, H138 1.089
129 S 5.05 -5.83 1.84  C128 1.792, O130 1.444, O131 1.443, C132 1.787
130 O 4.18 -6.85 1.30  S129 1.444
131 O 4.56 -4.74 2.65  S129 1.443
132 C 6.38 -6.64 2.73  C126 1.524, S129 1.787, H139 1.088, H140 1.090
133 H 8.41 -7.12 2.12  C126 1.091
134 H 7.16 -7.71 1.02  C126 1.093
135 H 7.99 -4.80 1.43  C127 1.093
136 H 8.10 -5.72 -0.07  C127 1.090
137 H 5.95 -4.10 0.47  C128 1.087
138 H 5.73 -5.63 -0.42  C128 1.089
139 H 6.01 -7.56 3.18  C132 1.088
140 H 6.73 -5.96 3.50  C132 1.090

The total energy comes out at -185942.092 eV. For the HOMO energy, the calculation gives -4.3408 eV. The LUMO energy is 1.506 eV. As for the net charge: -1. The HOMO-LUMO gap comes out at 0.215 Eh.

Here are the Löwdin charges for atoms 1 to 8, given in e: -0.1264, -0.1823, -0.1929, -0.3070, -0.2519, -0.4051, 0.2162, -0.0440

***

(2)
The following is a quantum chemistry calculation of the molecule C2H6N4O2 at a distorted geometry, from OMol25.

Bonds (Å) are listed after each position.
Geometry (Å):
1 N -2.64 -0.72 0.22  N2 1.340, H9 1.138, H10 1.163
2 N -1.41 -0.27 -0.03  N1 1.340, C3 1.210
3 C -1.20 0.92 0.04  N2 1.210, O4 1.356, H11 1.059
4 O -0.05 1.54 -0.32  C3 1.356, N5 1.412
5 N 0.81 0.55 -0.84  O4 1.412, C6 1.487, H12 1.075
6 C 1.69 0.10 0.27  N5 1.487, N7 1.372, O8 1.223
7 N 2.49 -0.85 -0.30  C6 1.372, H13 0.980, H14 1.042
8 O 1.77 0.65 1.36  C6 1.223
9 H -3.38 0.05 0.60  N1 1.138
10 H -2.53 -1.60 0.98  N1 1.163
11 H -1.88 1.72 0.21  C3 1.059
12 H 0.27 -0.26 -1.29  N5 1.075
13 H 2.79 -0.68 -1.22  N7 0.980
14 H 3.27 -1.16 0.32  N7 1.042

The total energy comes out at -12223.271 eV. For the HOMO energy, the calculation gives -8.8149 eV. The LUMO energy is 0.918 eV. The HOMO-LUMO gap comes out at 0.358 Eh.

Here are the Löwdin charges for atoms 1 to 8, given in e: -0.0684, -0.0904, -0.2707, -0.0487, 0.0243, -0.5365, 0.1342, 0.0744

***

(3)
The following is a quantum chemistry calculation of the molecule C4H12N4 at a distorted geometry, from OMol25.

Bonds (Å) are listed after each position.
Geometry (Å):
1 C -0.98 -0.66 -0.01  C2 1.544, N3 1.332, N5 1.303
2 C -0.13 0.63 -0.04  C1 1.544, N4 1.469, N6 1.450, C15 1.549
3 N -2.28 -0.50 0.27  C1 1.332, H7 1.007, H8 1.015
4 N -0.92 1.68 0.60  C2 1.469, H9 1.016, H10 1.014
5 N -0.41 -1.79 -0.29  C1 1.303, H12 1.266, H13 1.014
6 N 0.16 1.00 -1.41  C2 1.450, H11 1.031, H14 1.013
7 H -2.94 -1.27 0.26  N3 1.007
8 H -2.55 0.42 0.58  N3 1.015
9 H -0.50 1.98 1.48  N4 1.016
10 H -0.94 2.49 -0.01  N4 1.014
11 H 1.15 0.79 -1.60  N6 1.031
12 H 0.85 -1.66 -0.26  N5 1.266
13 H -0.97 -2.63 -0.28  N5 1.014
14 H -0.43 0.53 -2.09  N6 1.013
15 C 1.19 0.32 0.71  C2 1.549, C16 1.511, H18 1.094, H19 1.113
16 C 2.09 -0.65 -0.02  C15 1.511, H17 1.088, H20 1.085
17 H 2.08 -1.04 -1.03  C16 1.088
18 H 1.69 1.28 0.88  C15 1.094
19 H 0.85 -0.03 1.72  C15 1.113
20 H 2.99 -0.91 0.54  C16 1.085

The total energy comes out at -10300.488 eV. For the HOMO energy, the calculation gives -5.9264 eV. The LUMO energy is 0.688 eV. The HOMO-LUMO gap comes out at 0.243 Eh.

Here are the Löwdin charges for atoms 1 to 8, given in e: -0.3664, -0.5523, 0.1654, 0.0569, 0.1196, 0.0916, 0.1135, 0.0915